{"formula": "C16H32Br16", "method": "ωB97M-V with the def2-TZVPD basis set", "elements": ["Br", "C", "C", "Br", "H", "H", "H", "H", "Br", "C", "C", "Br", "H", "H", "H", "H", "Br", "C", "C", "Br", "H", "H", "H", "H", "Br", "C", "C", "Br", "H", "H", "H", "H", "Br", "C", "C", "Br", "H", "H", "H", "H", "Br", "C", "C", "Br", "H", "H", "H", "H", "Br", "C", "C", "Br", "H", "H", "H", "H", "Br", "C", "C", "Br", "H", "H", "H", "H"], "xyz": [[27.9311, 7.9627, -2.1812], [28.0246, 9.3133, -3.6361], [28.3446, 10.6625, -3.0697], [28.5545, 12.0484, -4.4558], [27.0337, 9.3661, -4.0870], [28.7344, 8.8713, -4.3353], [29.2853, 10.6820, -2.5194], [27.6387, 11.0523, -2.3364], [31.4113, 9.8462, 0.6778], [32.9069, 9.8962, -0.6262], [32.4454, 9.0528, -1.8482], [33.9160, 8.9785, -3.1885], [33.8000, 9.4621, -0.1768], [33.0173, 10.9378, -0.9277], [31.6365, 9.5404, -2.3922], [32.2137, 8.0022, -1.6734], [36.4040, 4.6261, 2.9890], [34.6997, 5.6532, 3.0592], [33.5392, 4.7094, 3.2736], [31.8152, 5.6886, 2.8092], [34.5627, 6.1134, 2.0806], [34.8563, 6.5437, 3.6680], [33.4141, 4.3096, 4.2799], [33.5415, 3.8722, 2.5756], [25.5859, 10.1316, 6.0770], [25.3744, 8.7586, 7.4863], [26.6403, 7.9855, 7.5761], [26.8029, 6.8535, 5.8762], [24.5554, 8.0575, 7.3260], [25.2202, 9.1816, 8.4790], [26.6274, 7.3689, 8.4748], [27.5547, 8.5633, 7.7112], [26.4248, 5.6719, 1.9891], [28.3345, 6.1779, 2.3298], [28.6712, 7.4964, 1.5437], [27.8377, 9.0512, 2.3504], [29.0099, 5.3726, 2.0406], [28.3729, 6.2695, 3.4152], [28.3589, 7.4640, 0.4998], [29.7330, 7.7425, 1.5350], [21.7963, 3.6621, 4.6398], [23.0207, 2.4090, 3.7835], [23.9246, 3.1296, 2.8393], [25.0798, 1.9704, 1.7102], [22.3631, 1.7537, 3.2123], [23.4623, 1.8093, 4.5794], [24.6417, 3.7648, 3.3593], [23.3418, 3.8097, 2.2181], [28.2230, 0.5038, 1.8870], [29.1348, 2.1557, 2.6007], [28.4516, 2.5518, 4.0137], [29.6083, 3.9687, 4.7057], [29.0359, 2.9953, 1.9127], [30.1970, 1.9204, 2.6676], [28.3916, 1.6648, 4.6444], [27.4883, 3.0046, 3.7791], [32.0449, 5.8176, 6.8653], [30.5747, 7.0832, 6.4394], [31.1379, 8.4225, 5.9485], [29.5408, 9.5537, 5.8397], [29.9160, 7.1740, 7.3031], [30.0322, 6.5431, 5.6635], [31.7164, 8.2905, 5.0342], [31.8340, 8.9578, 6.5943]], "forces_ev_per_a": [[-0.04, 0.52, -0.40], [-0.69, -0.34, 0.04], [1.07, 0.64, 0.75], [-0.18, -0.51, 0.21], [0.10, -0.36, 0.00], [0.03, 0.50, 0.10], [0.14, -0.19, -0.27], [-0.40, -0.27, -0.44], [0.56, 0.11, -0.31], [-0.96, -1.01, -0.94], [0.67, 0.56, -0.14], [-0.28, 0.11, 0.43], [-0.21, 0.27, 0.09], [0.19, -0.21, 0.23], [0.00, -0.11, 0.26], [-0.01, 0.32, 0.38], [-0.76, 0.45, 0.14], [0.26, 0.25, -1.16], [-0.72, 0.27, 0.17], [1.26, -0.19, 0.19], [0.30, -0.42, -0.27], [-0.27, -0.67, 0.80], [-0.02, 0.34, -0.03], [0.17, 0.28, -0.02], [-0.56, -0.45, 0.76], [0.37, 0.05, 0.12], [0.70, -0.93, -0.45], [0.10, 0.55, 1.47], [-0.13, 0.46, -0.57], [-0.11, 0.69, -0.26], [-0.29, -0.68, -0.38], [-0.16, 0.21, -0.70], [1.07, 0.06, 0.08], [-0.37, 1.25, -0.67], [-0.18, -0.85, 0.62], [-0.09, -0.07, -0.09], [-0.37, -0.06, -0.26], [0.11, 0.33, -0.24], [-0.17, -0.16, 0.26], [0.02, -0.40, 0.26], [0.20, 0.09, 0.03], [-0.78, -1.03, -0.28], [0.87, 0.89, 0.05], [-0.89, 0.41, 0.60], [0.03, -0.03, 0.10], [0.31, 0.32, -0.19], [-0.03, -0.15, 0.08], [0.08, -0.39, -0.33], [0.77, 1.00, 0.31], [-1.05, -0.09, 1.41], [1.14, -0.45, -2.64], [-0.45, -0.76, 0.48], [-0.35, -0.34, -0.17], [-0.26, -0.19, 0.30], [0.08, 0.46, 0.22], [0.03, -0.19, 0.32], [-0.25, 0.43, 0.06], [0.69, -0.10, -0.17], [-0.09, -0.51, 0.45], [0.49, 0.12, -0.45], [0.39, -0.02, 0.05], [0.00, 0.42, -0.03], [-0.72, 0.15, -0.45], [-0.35, -0.39, 0.51]], "lowdin_charge": [0.6351, -0.6509, -0.7025, 0.5982, 0.0574, 0.0544, 0.0292, 0.0613, 0.6270, -0.6322, -0.6663, 0.5697, 0.0523, 0.0541, 0.0287, 0.0480, 0.5883, -0.6743, -0.5902, 0.5794, 0.0362, 0.0609, 0.0406, 0.0505, 0.5860, -0.6788, -0.6327, 0.5471, 0.0627, 0.0694, 0.0686, 0.0096, 0.6076, -0.6599, -0.6989, 0.5823, -0.0069, -0.0390, -0.0335, -0.0371, 0.6190, -0.6953, -0.7072, 0.5613, 0.0499, 0.0609, 0.0001, 0.0531, 0.5222, -0.6171, -0.6025, 0.6453, 0.0345, 0.0359, 0.0530, 0.0204, 0.5736, -0.7053, -0.6416, 0.6399, 0.0412, -0.0420, 0.0476, 0.0518], "relative_energy_ev": 1.824, "energy_ha": -41813.0467, "lumo_energy_ev": 0.13, "fmax_ha_per_bohr": 0.05663, "e_homo_ha": -0.3609, "orbital_gap_ha": 0.3658}